The following is a quantum chemistry calculation of a molecular structure, C8H17ClI2InN2OPS, from OMol25.

Geometry as ORCA input:
```
! RIJCOSX wB97M-V def2-TZVPD def2/J DEFGRID3
* xyz 2 1
I -0.357 3.563 -0.712
I -0.758 -1.905 -0.716
In -0.758 0.750 0.165
P -2.872 1.125 -1.515
C -2.732 1.181 -3.339
C -4.092 -0.191 -1.177
H -3.765 2.724 0.038
H -4.808 2.612 -1.419
H -3.248 3.520 -1.472
C -3.770 2.650 -1.056
H -4.140 -0.339 -0.091
H -5.085 0.103 -1.548
H -3.725 1.313 -3.799
H -2.293 0.241 -3.701
H -3.771 -1.127 -1.650
H -2.089 2.022 -3.627
C 0.359 0.781 -2.385
O 1.097 0.718 -3.241
Cl -2.254 0.887 2.010
S 1.616 1.189 0.901
C 2.309 -0.331 1.353
N 3.222 -0.926 0.571
C 4.323 -1.703 1.141
C 3.805 -2.541 2.290
C 3.055 -1.665 3.271
N 2.050 -0.873 2.558
H 3.386 -0.475 -0.322
H 5.087 -1.004 1.507
H 4.765 -2.310 0.348
H 4.637 -3.035 2.792
H 3.158 -3.341 1.918
H 3.755 -0.976 3.762
H 2.547 -2.246 4.045
H 1.348 -0.391 3.098
*
```

Calculated values
HOMO (alpha / beta) (eV): -16.182 / -15.734
ΔE to the lowest compared entry with this formula, charge and spin (eV): 0.0000

=====

The following is a quantum chemistry calculation of 3 unconnected molecules or ions with the total composition C8H17ClSi, from OMol25.

Geometry as ORCA input:
```
! RIJCOSX wB97M-V def2-TZVPD def2/J DEFGRID3
* xyz 0 1
C 4.643 -1.596 -1.243
C 4.448 -1.480 -2.572
C 1.306 1.450 2.188
C -3.875 -1.363 1.843
C -4.385 1.013 2.186
C 1.209 0.933 0.649
C 0.190 -0.103 0.293
C -3.669 0.060 1.600
Si 0.115 -0.432 -1.686
Cl 1.087 -2.159 -1.572
H 4.718 -2.510 -0.705
H 4.627 -0.812 -0.627
H 4.416 -2.408 -3.235
H 1.352 0.515 2.803
H 2.153 2.093 2.284
H 0.401 1.998 2.488
H -4.497 -1.724 2.708
H -4.363 -1.889 1.013
H -2.913 -1.926 1.888
H 4.374 -0.516 -3.104
H -4.515 1.970 1.655
H -4.975 0.682 3.002
H 1.228 1.789 -0.009
H 2.185 0.516 0.414
H -0.841 0.237 0.677
H 0.273 -1.121 0.759
H -2.982 0.245 0.858
*
```

Calculated values
HOMO (eV): -8.481
ΔE to the lowest compared entry with this formula, charge and spin (eV): 1.3138

=====

The following is a quantum chemistry calculation of a molecular structure, C8H17KN4O7, from OMol25.

Geometry as ORCA input:
```
! RIJCOSX wB97M-V def2-TZVPD def2/J DEFGRID3
* xyz 0 1
K 20.834 -12.033 -2.928
C 23.046 -12.170 0.258
O 22.031 -11.563 -0.462
H 23.109 -13.231 0.016
H 24.054 -11.842 0.006
H 22.803 -12.088 1.317
C 22.267 -11.653 4.979
N 20.942 -10.889 4.990
O 20.326 -10.938 6.019
O 20.593 -10.390 3.932
H 22.779 -11.890 4.047
H 21.892 -12.583 5.407
H 22.910 -11.129 5.686
C 25.414 -12.180 -2.553
N 26.277 -13.022 -3.456
O 27.238 -13.603 -2.928
O 25.896 -13.191 -4.603
H 24.423 -12.632 -2.570
H 25.411 -11.148 -2.905
H 25.836 -12.272 -1.552
C 21.511 -15.138 1.915
N 20.258 -14.339 1.570
O 20.063 -13.225 2.074
O 19.583 -14.753 0.646
H 21.862 -15.594 0.989
H 21.158 -15.750 2.744
H 22.240 -14.393 2.234
N 26.733 -16.166 0.686
C 27.635 -15.733 1.585
C 27.677 -14.319 1.550
C 26.429 -13.895 0.931
C 26.040 -15.037 0.247
H 26.689 -17.120 0.358
H 28.305 -16.446 2.043
H 28.379 -13.767 2.158
H 26.083 -12.873 0.970
H 25.209 -15.146 -0.434
*
```

Calculated values
HOMO (eV): -6.739

=====

The following is a quantum chemistry calculation of 2 unconnected molecules or ions with the total composition C8H17N2, from OMol25.

Geometry as ORCA input:
```
! RIJCOSX wB97M-V def2-TZVPD def2/J DEFGRID3
* xyz 1 1
C -3.954 -0.911 -0.361
C -3.048 -0.287 0.102
C 0.993 1.073 -1.362
C 1.110 0.883 1.044
C 2.054 -0.939 -0.426
C -0.502 -1.743 0.697
C -2.146 0.586 0.564
C 0.892 0.107 -0.234
N -2.263 1.863 0.103
N -0.340 -0.678 -0.241
H -4.615 -1.296 -1.059
H 1.820 1.778 -1.195
H 1.235 0.631 -2.299
H 0.121 1.635 -1.464
H 2.119 1.071 1.007
H 0.917 0.231 1.835
H 0.598 1.788 1.082
H 2.363 -1.539 0.399
H 1.750 -1.501 -1.268
H 2.831 -0.427 -0.845
H -1.141 -1.585 1.508
H -0.778 -2.726 0.221
H 0.408 -1.930 1.166
H -1.536 0.304 1.458
H -1.713 2.658 0.477
H -2.927 2.082 -0.640
H -0.451 -1.153 -1.111
*
```

Calculated values
HOMO (alpha / beta) (eV): -13.084 / -13.083
ΔE to the lowest compared entry with this formula, charge and spin (eV): 4.5292

=====

M for the records above, in order: 624.4; 176.8; 320.3; 141.2 g mol⁻¹
Max |F| for the records above, in order: 2.924; 4.111; 3.205; 4.737 eV/A
E_tot for the records above, in order: -2484.486057; -1064.583202; -1660.265535; -424.148392 Ha